1.
{"formula": "C40H34IrN3P2S", "method": "ωB97M-V/def2-TZVPD", "charge": 3, "spin_multiplicity": 2, "de_lowest_kj_mol": 33.9, "max_force_ha_per_bohr": 0.0191, "e_tot_ev": -78725.956, "s_squared": 0.759, "species": ["Ir", "C", "P", "C", "C", "C", "C", "C", "C", "C", "C", "C", "C", "C", "C", "C", "C", "C", "C", "C", "P", "C", "C", "C", "C", "C", "C", "C", "C", "C", "C", "C", "C", "N", "H", "H", "H", "H", "H", "H", "H", "H", "H", "H", "H", "H", "H", "H", "H", "H", "H", "H", "H", "H", "H", "H", "H", "H", "H", "H", "S", "C", "C", "C", "N", "C", "C", "C", "C", "C", "N", "C", "C", "H", "H", "H", "H", "H", "H", "H", "H"], "positions_angstrom": [[0.20789, 1.48187, 0.06287], [-1.89998, 3.95303, 0.69362], [-2.04621, 2.26363, 0.03899], [-1.73450, 1.11626, 1.32783], [-2.14397, -0.33705, 1.09728], [-1.82913, -1.25336, 2.23576], [-1.27965, -0.83142, 3.37452], [-0.97984, 0.57266, 3.57074], [-1.20580, 1.49520, 2.61076], [-3.61672, 1.89918, -0.72394], [-4.70434, 1.58314, 0.09859], [-5.95972, 1.45087, -0.46850], [-6.13137, 1.63257, -1.83723], [-5.05248, 1.95551, -2.64938], [-3.78994, 2.09569, -2.09557], [-0.45456, 4.33477, 0.67708], [0.15238, 5.52797, 0.81977], [1.58035, 5.31237, 0.65566], [1.77302, 4.00126, 0.41901], [2.99940, 3.22110, 0.08755], [2.53256, 1.50980, -0.38608], [2.94062, 1.28686, -2.11990], [1.94039, 1.13283, -3.07751], [2.27514, 1.05872, -4.42210], [3.60344, 1.14536, -4.81084], [4.60464, 1.30659, -3.85938], [4.27868, 1.37903, -2.51668], [3.58723, 0.42670, 0.60391], [4.29720, -0.63462, 0.04440], [5.09034, -1.43713, 0.85388], [5.17153, -1.18882, 2.21601], [4.45258, -0.14076, 2.77973], [3.65954, 0.66283, 1.97888], [0.52123, 3.33815, 0.42955], [-2.35539, 3.94862, 1.68845], [-2.49909, 4.61961, 0.07040], [-3.22689, -0.36718, 0.92033], [-2.11994, -2.28973, 2.11091], [-1.09890, -1.51691, 4.19108], [-0.58083, 0.89165, 4.52500], [-0.96662, 2.53420, 2.79719], [-4.58294, 1.47693, 1.17013], [-6.81005, 1.22309, 0.15993], [-7.11814, 1.53398, -2.26949], [-5.19550, 2.10879, -3.71013], [-2.94925, 2.35998, -2.72616], [-0.32509, 6.47463, 1.01643], [2.33872, 6.07776, 0.69199], [3.70617, 3.18218, 0.91752], [3.52271, 3.66045, -0.76383], [0.90130, 1.07794, -2.77524], [1.49926, 0.94199, -5.16653], [3.86269, 1.09328, -5.85971], [5.63895, 1.38121, -4.16631], [5.06482, 1.51433, -1.78274], [4.25306, -0.82532, -1.02060], [5.65974, -2.24491, 0.41395], [5.80435, -1.80522, 2.84032], [4.52280, 0.05724, 3.84080], [3.10515, 1.48035, 2.42813], [-1.14208, -4.74233, -1.42356], [-0.81843, -3.12743, -0.73271], [0.55692, -2.68960, -0.55814], [0.85035, -1.39597, -0.34631], [-0.09609, -0.38602, -0.24675], [-1.52085, -0.80834, -0.24566], [-1.80226, -2.24207, -0.58057], [-1.49174, -5.77479, -0.04532], [-2.34692, -6.85499, -0.29425], [-2.57197, -7.79732, 0.70422], [-1.94595, -7.54256, 1.82099], [-1.13161, -6.58867, 2.19094], [-0.88021, -5.64102, 1.20637], [1.36557, -3.40310, -0.64096], [1.87733, -1.08631, -0.23907], [-2.02524, -0.22689, -1.02546], [-2.83813, -2.49693, -0.77261], [-2.83923, -6.98938, -1.24869], [-3.21111, -8.66907, 0.61636], [-0.69453, -6.60419, 3.18230], [-0.18483, -4.84278, 1.42784]], "forces_ev_per_angstrom": [[-0.3, -0.3, -0.6], [0.1, 0.0, -0.1], [-0.1, -0.2, 1.0], [0.1, 0.0, -0.1], [0.0, 0.0, -0.1], [0.1, 0.0, 0.0], [-0.1, 0.0, 0.0], [0.0, 0.0, 0.0], [-0.1, 0.1, 0.1], [0.2, 0.1, -0.4], [0.0, 0.1, 0.0], [0.0, 0.0, 0.0], [0.0, 0.0, 0.0], [0.0, 0.0, 0.0], [0.0, -0.1, 0.0], [-0.1, 0.0, 0.0], [0.2, 0.0, 0.1], [-0.1, 0.1, 0.0], [0.0, -0.1, -0.1], [0.0, 0.0, 0.0], [0.1, 0.1, 0.1], [0.0, 0.0, 0.0], [0.0, -0.1, 0.0], [0.0, 0.0, 0.0], [0.0, 0.0, 0.0], [0.0, 0.0, 0.0], [0.0, 0.0, 0.0], [0.0, 0.0, 0.0], [0.0, 0.0, 0.0], [0.0, 0.0, 0.0], [0.0, 0.0, 0.0], [0.0, 0.0, 0.0], [0.0, 0.0, 0.0], [0.0, 0.1, -0.1], [0.0, 0.1, 0.0], [0.0, 0.0, -0.1], [0.0, 0.0, 0.2], [0.1, 0.0, 0.0], [0.0, 0.0, 0.0], [0.0, 0.0, 0.0], [0.0, 0.0, 0.0], [0.0, 0.0, 0.0], [0.0, 0.0, 0.0], [0.0, 0.0, 0.0], [0.0, 0.0, 0.0], [0.0, 0.0, 0.0], [0.0, 0.0, 0.0], [0.0, 0.0, 0.0], [0.0, 0.0, 0.0], [0.0, 0.0, 0.0], [0.0, 0.0, 0.0], [0.0, 0.0, 0.0], [0.0, 0.0, 0.0], [0.0, 0.0, 0.0], [0.0, 0.0, 0.0], [0.0, 0.0, 0.0], [0.0, 0.0, 0.0], [0.0, 0.0, 0.0], [0.0, 0.0, 0.0], [0.0, 0.0, 0.0], [-0.3, 0.1, 0.0], [0.1, -0.1, 0.0], [0.0, 0.0, 0.0], [0.1, 0.0, -0.1], [-0.1, 0.1, 0.2], [-0.1, 0.0, 0.0], [0.0, 0.0, 0.0], [0.2, 0.0, 0.0], [0.0, -0.2, 0.0], [0.1, 0.2, -0.1], [0.0, -0.2, 0.2], [-0.1, 0.1, -0.2], [0.0, 0.0, 0.1], [0.0, 0.0, 0.0], [0.0, 0.0, 0.0], [0.1, 0.0, 0.0], [0.0, 0.0, 0.0], [0.0, 0.0, 0.0], [0.0, 0.0, 0.0], [0.0, 0.0, 0.0], [0.0, 0.0, 0.0]]}

=====

2.
{"formula": "C24H88N6O17", "method": "ωB97M-V/def2-TZVPD", "charge": 1, "spin_multiplicity": 2, "max_force_ha_per_bohr": 0.0707, "e_tot_ev": -70049.836, "s_squared": 0.756, "species": ["C", "C", "C", "O", "C", "N", "H", "H", "H", "H", "H", "H", "H", "H", "H", "H", "H", "C", "C", "C", "O", "C", "N", "H", "H", "H", "H", "H", "H", "H", "H", "H", "H", "H", "C", "C", "C", "O", "C", "N", "H", "H", "H", "H", "H", "H", "H", "H", "H", "H", "H", "C", "C", "C", "O", "C", "N", "H", "H", "H", "H", "H", "H", "H", "H", "H", "H", "H", "C", "C", "C", "O", "C", "N", "H", "H", "H", "H", "H", "H", "H", "H", "H", "H", "H", "C", "C", "C", "O", "C", "N", "H", "H", "H", "H", "H", "H", "H", "H", "H", "H", "H", "O", "H", "H", "O", "H", "H", "O", "H", "H", "O", "H", "H", "O", "H", "H", "O", "H", "H", "O", "H", "H", "O", "H", "H", "O", "H", "H", "O", "H", "H", "O", "H", "H"], "positions_angstrom": [[-5.68600, 3.56274, -0.73717], [-5.31191, 2.44650, 0.19687], [-6.33613, 1.33279, 0.26741], [-5.98318, 0.35732, 1.20069], [-6.89489, -0.77704, 1.21954], [-4.02388, 1.86722, -0.36009], [-5.83056, 3.23072, -1.76526], [-4.88824, 4.30245, -0.66993], [-6.62266, 4.07539, -0.51816], [-4.98456, 2.84206, 1.15836], [-6.45425, 0.93910, -0.74213], [-7.22211, 1.91602, 0.51839], [-7.06614, -1.34580, 0.30561], [-7.82092, -0.30444, 1.54697], [-6.60894, -1.61703, 1.85259], [-3.70040, 1.06007, 0.15369], [-4.10594, 1.54828, -1.31489], [1.27452, 2.24971, 1.54632], [2.67248, 2.92166, 1.81368], [2.49471, 4.45773, 1.81926], [2.34349, 4.72760, 0.37865], [3.49706, 4.93701, -0.42670], [3.15037, 2.50714, 3.15298], [0.66031, 2.24828, 2.44678], [1.44397, 1.18859, 1.36356], [0.71619, 2.73707, 0.74702], [3.52920, 2.59638, 1.22349], [3.39590, 4.99352, 2.11741], [1.64240, 4.81069, 2.39985], [4.17696, 5.70601, -0.05999], [3.19545, 5.38594, -1.37306], [4.03130, 4.00838, -0.62755], [2.95059, 1.55589, 3.42741], [2.67068, 3.02615, 3.87452], [6.88305, 1.36037, -6.31876], [5.38041, 1.57718, -6.15910], [4.90247, 1.92451, -4.73678], [3.52404, 2.18002, -4.54878], [3.19912, 2.56097, -3.22894], [4.97670, 2.65532, -7.04434], [7.29416, 1.20401, -7.31608], [7.13631, 0.60474, -5.57514], [7.38911, 2.28532, -6.04223], [4.70816, 0.79073, -6.50213], [5.42393, 2.86362, -4.55169], [5.27366, 1.18389, -4.02840], [3.27668, 1.64056, -2.65022], [2.12956, 2.76559, -3.18115], [3.77418, 3.36053, -2.76191], [5.35746, 3.43718, -6.53070], [3.99925, 2.76251, -6.81372], [3.79883, -7.83219, 1.13721], [3.10275, -6.45879, 1.12527], [2.83084, -5.98128, -0.29328], [2.30225, -4.68832, -0.34723], [2.06996, -4.14741, -1.63635], [1.97764, -6.32272, 2.05200], [3.14768, -8.48750, 0.55871], [3.98678, -8.28702, 2.10979], [4.72337, -7.78905, 0.56149], [3.86947, -5.82938, 1.57701], [2.15338, -6.70710, -0.74311], [3.79701, -5.97550, -0.79783], [2.85788, -4.47322, -2.31542], [2.19184, -3.07034, -1.52161], [1.10583, -4.43727, -2.05411], [1.47172, -5.52262, 1.69988], [1.28430, -7.05694, 2.06919], [-4.58124, 2.50933, 4.34877], [-3.09651, 2.20376, 4.67453], [-2.81555, 1.19196, 5.76507], [-1.40414, 1.05125, 5.94112], [-0.81280, 0.10054, 6.84399], [-2.53222, 1.82765, 3.36090], [-4.67743, 3.49305, 3.88927], [-5.16073, 2.59237, 5.26823], [-5.01899, 1.80597, 3.64043], [-2.53703, 3.06688, 5.03523], [-3.21671, 0.23972, 5.41805], [-3.38813, 1.42288, 6.66335], [0.25651, 0.02544, 6.64635], [-1.12585, -0.92655, 6.65641], [-0.68169, 0.41398, 7.87967], [-1.70608, 1.31023, 3.62525], [-3.12944, 1.10351, 2.98799], [-0.49514, -1.69578, 1.50130], [-0.94577, -0.63157, 0.54243], [-0.06279, -0.60662, -0.78265], [-0.59389, 0.04436, -1.94308], [-0.70531, 1.38550, -1.59700], [-2.27125, -0.98826, 0.10699], [0.56577, -1.59453, 1.73001], [-0.63740, -2.72264, 1.16451], [-0.96203, -1.57402, 2.47869], [-0.89821, 0.29880, 1.10835], [0.17141, -1.62010, -1.10842], [0.96025, -0.28446, -0.58853], [-1.35217, 1.77732, -2.38195], [0.22292, 1.90628, -1.83207], [-1.09257, 1.76580, -0.65175], [-2.35171, -0.71145, -0.86100], [-2.34040, -1.98713, -0.02560], [2.88148, -0.95011, 3.73456], [2.74113, -1.47232, 4.52439], [3.14205, -1.58684, 3.06904], [2.86044, -1.32126, -3.60626], [3.63511, -0.76202, -3.54824], [2.63683, -1.51669, -2.69628], [3.54239, -1.03070, -0.24311], [4.49889, -1.02456, -0.27925], [3.30718, -0.14659, 0.03840], [0.17661, -1.49910, -4.06236], [0.06248, -1.01742, -3.24310], [1.11029, -1.42137, -4.25838], [-3.89448, -1.39234, -3.20530], [-3.75571, -0.49262, -2.90951], [-4.83103, -1.54467, -3.07916], [-3.70627, -0.54388, 2.69307], [-3.29722, -0.63980, 1.83301], [-4.54964, -0.12863, 2.51274], [-5.40709, -3.99128, -0.63737], [-4.48959, -3.72063, -0.67182], [-5.42751, -4.68722, 0.01950], [0.06613, 4.88985, -1.30323], [-0.09819, 3.95101, -1.21479], [1.02005, 4.96846, -1.29367], [-2.55148, -3.92477, -0.67314], [-2.29252, -4.66639, -0.12617], [-1.98289, -3.98278, -1.44099], [-3.65536, 1.48978, -3.40125], [-3.76698, 1.42333, -4.34959], [-3.59503, 2.42997, -3.23200], [2.88532, -3.17567, 1.78875], [2.78030, -3.90112, 1.17318], [2.76600, -2.38955, 1.25581]], "forces_ev_per_angstrom": [[-0.4, 0.7, -0.3], [2.7, 0.6, -0.5], [0.3, -0.2, 0.0], [0.3, -0.9, -0.4], [-0.9, 0.4, 0.2], [-2.6, -1.0, 0.8], [0.3, -0.2, -0.1], [-0.1, 0.1, -0.3], [0.0, -0.1, 0.5], [-0.5, -0.2, 0.3], [-0.2, -0.3, -0.1], [-0.5, -0.3, 0.3], [0.3, 0.8, -0.8], [-0.4, -0.7, 0.1], [0.6, 0.8, 0.7], [0.9, -0.3, 0.9], [0.4, 0.5, -1.1], [1.2, 0.1, -0.2], [-1.2, -0.3, 2.9], [1.7, -1.0, -2.7], [-0.6, 0.9, 0.3], [-0.1, 0.3, 0.5], [0.1, 0.5, 0.6], [0.1, 0.4, 0.2], [-0.1, -0.1, -0.4], [0.1, -0.2, -0.2], [-0.6, 0.3, -1.0], [0.1, -0.2, 0.4], [-0.2, -0.1, -0.4], [0.2, -0.2, 0.7], [-0.5, -0.3, -0.2], [0.2, 0.0, 0.1], [0.1, -0.5, -0.6], [-0.1, 0.4, 0.1], [-0.5, 0.2, 1.3], [-1.7, -0.3, -1.0], [1.4, 0.5, 0.3], [0.1, 0.2, -1.0], [-0.5, -1.4, -0.1], [-0.1, 0.7, 0.5], [-0.7, -0.6, 0.0], [0.7, -0.2, -0.4], [0.0, 0.2, 0.4], [0.7, -1.0, 0.0], [0.4, 0.3, 0.6], [0.0, -0.3, 0.4], [0.4, 0.0, 0.7], [0.1, 0.5, -0.3], [0.2, 0.1, -0.4], [0.4, 1.1, -0.5], [-0.6, 0.2, -0.6], [-1.0, 0.0, -1.1], [1.1, 0.0, 1.4], [0.5, -1.0, 0.0], [-0.6, 0.3, 0.5], [0.8, -0.2, 0.2], [-0.3, 0.2, -0.4], [0.0, -0.5, 0.1], [-0.1, 0.4, 0.0], [0.1, 0.1, 0.2], [0.1, 0.6, -0.2], [-0.1, -0.1, -0.4], [0.1, -0.2, -0.4], [0.0, -0.1, -0.2], [-0.4, 0.0, 0.0], [-0.1, 0.1, 0.1], [-0.3, 0.4, 0.4], [0.3, -0.6, -0.3], [0.5, 0.7, 1.2], [-0.1, 0.8, -1.2], [-0.3, -1.9, 0.0], [0.3, 0.5, 0.2], [0.7, 0.1, -0.7], [0.6, 0.1, 1.0], [0.3, 0.1, -0.1], [-0.3, -0.3, -0.1], [0.0, -0.3, 0.3], [-0.3, 0.6, -0.3], [-0.1, -0.5, 0.0], [0.3, 0.4, 0.4], [0.1, 0.4, -1.0], [-0.7, 0.1, 0.5], [-1.4, 0.0, 0.3], [0.8, 0.0, -0.4], [0.0, -0.1, -0.1], [1.2, -0.1, 0.8], [1.0, -0.8, -1.6], [1.1, -1.3, 0.7], [-0.3, -0.5, 3.1], [-0.3, 2.3, -2.8], [-1.5, 0.8, -0.3], [0.2, 0.0, -0.1], [-0.2, 0.1, -0.2], [-0.3, 0.0, -0.1], [-0.2, 0.4, -0.4], [-0.7, -0.5, 0.1], [0.1, 0.9, 0.2], [-0.3, 0.3, 0.1], [0.5, 0.0, 0.5], [0.0, -1.0, 0.5], [-0.3, 0.5, -0.4], [0.0, -0.5, 0.5], [-0.1, 0.7, 0.0], [0.0, -0.2, 0.2], [0.1, -0.5, -0.1], [0.1, -0.1, -0.1], [0.2, 0.2, -0.1], [0.0, 0.0, 0.4], [-0.4, -0.2, -0.2], [0.4, -0.1, 0.1], [-0.1, 0.4, 0.1], [-0.5, -0.5, -0.2], [-0.2, 0.3, -0.1], [0.4, 0.1, -0.2], [0.2, -0.2, 0.2], [0.2, 0.3, -0.1], [-0.3, -0.2, 0.0], [-0.2, -0.3, 0.7], [0.3, -0.4, -0.9], [-0.5, -0.1, -0.2], [-0.6, 0.3, 0.0], [0.5, 0.0, -0.2], [-0.1, -0.2, 0.1], [-0.6, 0.1, -0.4], [0.1, -0.1, 0.1], [0.2, 0.0, 0.4], [0.0, 0.2, 0.2], [0.0, -0.3, 0.2], [0.1, 0.1, -0.5], [-0.2, 0.1, 0.6], [0.0, -0.3, -0.4], [0.2, 0.4, -0.1], [0.1, 0.5, 1.1], [0.0, -0.1, -0.5], [0.1, 0.1, -0.5]]}